ORCA calculation (wB97M-V/def2-TZVPD) on the molecule C6H3NO in a non-equilibrium geometry.

Structure (XYZ):
```
11
Properties=species:S:1:pos:R:3
C -2.5380 1.2080 1.2194
C -1.6141 0.8600 0.4387
C -0.3988 0.3910 -0.1633
N 0.4919 1.1183 -0.7114
C 1.6172 0.2437 -0.9859
O 2.6650 0.4905 -1.5148
C 1.2822 -1.1475 -0.5184
C 0.0819 -1.0171 0.0381
H -3.2804 1.5054 2.0312
H 2.1747 -1.8563 -0.4431
H -0.4816 -1.7959 0.6094
```

Computed properties:
Total charge: 0
Lowest unoccupied orbital energy, eV: -1.482
HOMO level, eV: -10.2971
SMILES: C#CC1=NC(=O)C=C1
Energy relative to the best compared isomer or geometry (same formula, charge and spin), kcal per mole: 43.05
Calculated total energy, hartree: -360.3028